C3H3IO | the ωB97M-V functional and the def2-TZVPD basis

Values from the calculation:
Charge: 0
Relative energy (zero: lowest compared OMol25 entry of this formula, charge and spin): 420.22 kJ/mol
E_HOMO (spin up / spin down): -8.1 / -8.3 eV
HOMO-LUMO gap (spin up / spin down): 0.3033 / 0.2932 Eh
Max |F|: 0.090 Eh/bohr
E_LUMO (spin up / spin down): 0.170 / -0.336 eV

CARTESIAN COORDINATES (ANGSTROEM)
C 0.109 -2.096 0.132
C 0.851 2.663 -0.108
C -0.497 -1.143 0.673
O -0.254 2.410 0.141
I -2.028 0.179 0.340
H -0.167 -2.247 -0.899
H 0.730 -2.780 0.738
H 1.256 3.014 -1.019

---

C3H3IO2 | the ωB97M-V functional and the def2-TZVPD basis

Values from the calculation:
Charge: 0
Relative energy (zero: lowest compared OMol25 entry of this formula, charge and spin): 0.00 kJ/mol
E_HOMO (spin up / spin down): -7.5 / -10.1 eV
HOMO-LUMO gap (spin up / spin down): 0.2904 / 0.2358 Eh
Max |F|: 0.049 Eh/bohr
Multiplicity: 3
E_LUMO (spin up / spin down): 0.408 / -3.721 eV
⟨S²⟩: 2.019

CARTESIAN COORDINATES (ANGSTROEM)
C 0.347 -0.232 -0.484
C -1.035 0.366 -0.577
C 0.776 -0.035 0.914
O 0.893 -0.775 -1.379
O -1.600 1.027 0.271
I -2.091 -0.419 -2.233
H -0.076 -0.212 1.476
H 1.195 0.968 0.884
H 1.590 -0.687 1.129

---

C3H3InLiO4 | the ωB97M-V functional and the def2-TZVPD basis

Values from the calculation:
Charge: +1
Relative energy (zero: lowest compared OMol25 entry of this formula, charge and spin): 600.95 kJ/mol
E_HOMO (spin up / spin down): -13.1 / -12.9 eV
HOMO-LUMO gap (spin up / spin down): 0.3096 / 0.2185 Eh
Max |F|: 0.109 Eh/bohr
E_LUMO (spin up / spin down): -4.647 / -6.979 eV

CARTESIAN COORDINATES (ANGSTROEM)
O -4.711 -0.611 0.654
O -1.375 -0.341 -0.210
C -0.128 -0.058 0.152
C -2.341 0.686 -0.344
O 0.719 -0.951 0.176
O 0.167 1.147 0.513
C -3.264 0.868 0.695
H -2.642 0.834 -1.387
H -3.980 1.691 0.515
H -2.937 0.636 1.725
Li 2.074 0.378 0.724
In -1.128 2.530 0.441

---

C3H3KLiO2 | the ωB97M-V functional and the def2-TZVPD basis

Values from the calculation:
Charge: 0
Relative energy (zero: lowest compared OMol25 entry of this formula, charge and spin): 121.39 kJ/mol
E_HOMO (spin up / spin down): -4.7 / -5.6 eV
HOMO-LUMO gap (spin up / spin down): 0.1548 / 0.1864 Eh
Max |F|: 0.075 Eh/bohr
Multiplicity: 2
E_LUMO (spin up / spin down): -0.535 / -0.503 eV
⟨S²⟩: 0.756

CARTESIAN COORDINATES (ANGSTROEM)
O 0.790 -0.254 -0.993
C 0.649 0.687 0.054
C 0.764 -0.039 1.376
O -2.806 -0.534 0.105
C -2.547 -0.766 -0.992
Li -0.416 -0.832 -2.120
K 2.217 -1.730 0.450
H -0.347 1.196 0.075
H 1.204 1.631 -0.159
H 0.493 0.640 2.205

---

C3H3KLiO2 | the ωB97M-V functional and the def2-TZVPD basis

Values from the calculation:
Charge: +1
Relative energy (zero: lowest compared OMol25 entry of this formula, charge and spin): 62.69 kJ/mol
E_HOMO: -8.9 eV
HOMO-LUMO gap: 0.1776 Eh
Max |F|: 0.020 Eh/bohr
E_LUMO: -4.038 eV

CARTESIAN COORDINATES (ANGSTROEM)
O -0.215 -0.124 1.184
C -1.363 -0.571 1.505
C -2.465 0.438 1.444
H -3.412 -0.110 1.580
H -2.348 1.180 2.251
H -2.502 0.938 0.461
O 3.080 1.290 3.430
C 3.813 2.124 3.215
Li 1.535 -0.184 3.442
K 0.650 -0.887 -1.148

---

C3H3LiMnO2 | the ωB97M-V functional and the def2-TZVPD basis

Values from the calculation:
Charge: +2
Relative energy (zero: lowest compared OMol25 entry of this formula, charge and spin): 37.99 kJ/mol
E_HOMO (spin up / spin down): -17.4 / -17.4 eV
HOMO-LUMO gap (spin up / spin down): 0.2796 / 0.2641 Eh
Max |F|: 0.194 Eh/bohr
Multiplicity: 6
E_LUMO (spin up / spin down): -9.771 / -10.186 eV
⟨S²⟩: 9.032

CARTESIAN COORDINATES (ANGSTROEM)
H -2.407 1.269 -0.691
O 1.187 -0.045 0.316
C 0.290 -0.945 0.670
C -0.640 -1.574 -0.059
C -1.406 0.832 -0.555
O -1.557 -0.340 -0.080
Mn 0.561 1.627 -0.367
Li 2.940 -0.699 0.171
H -0.455 -2.299 -0.843
H 0.547 -2.129 0.928

---

- The lowest relative energy (zero: lowest compared OMol25 entry of this formula, charge and spin) belongs to which entry?
  C3H3IO2

---

- Which of these has the highest charge?
  C3H3LiMnO2

---

- Which value of charge does entry 2 give?
  0

---

- The highest relative energy (zero: lowest compared OMol25 entry of this formula, charge and spin) belongs to which entry?
  C3H3InLiO4